1.
Below is the molecule C22H19N3OS at a distorted geometry, with properties calculated with ωB97M-V with the def2-TZVPD basis set.

Structure (SMILES) = O=C(Cc1ccsc1)N1CCc2c([nH]c3ccccc23)[C@@H]1c1ccccn1
Total charge = 0
ΔE to the lowest compared entry with this formula, charge and spin = 48.9 kcal/mol

```
46
C22H19N3OS | the OMol25 dataset | ωB97M-V with the def2-TZVPD basis set
O -2.01588 1.34701 2.47433
N 0.25429 -1.80135 0.88231
S -5.63262 -1.79051 -1.08739
C -2.15055 1.22512 1.24282
C -4.24955 -2.33388 -0.18530
C -5.31954 -0.16781 -0.71869
C -3.60078 -1.25759 0.38150
C -4.19291 0.00108 0.07598
C 1.42179 0.89494 0.33117
C 1.18698 1.46354 -0.94058
C 0.58110 -3.06487 1.28550
C 0.32945 -0.81606 1.75628
C 0.89627 -3.35224 2.60130
C 0.53870 -1.02949 3.13524
C 0.85509 -2.31219 3.50774
C 4.23040 1.72030 -3.38954
C 5.07453 0.97561 -2.61112
C 2.80934 2.09495 -2.97873
C 4.73364 0.55271 -1.28652
C 2.52998 1.58606 -1.68735
C 3.44141 0.95614 -0.79583
N 2.81742 0.74557 0.37231
N -1.01038 0.82586 0.55116
C -3.64673 1.32252 0.60711
C 0.25922 0.61424 1.25417
C -0.10153 1.49472 -1.56714
C -1.06817 0.64231 -0.83438
H -3.91599 -3.34044 -0.21389
H -5.94817 0.52969 -1.19709
H -2.67579 -1.26660 1.00169
H 0.51308 -3.68305 0.46712
H 0.97883 -4.44353 2.93484
H 0.58268 -0.23755 3.89297
H 0.99934 -2.68689 4.51611
H 4.57808 1.95886 -4.40859
H 5.96373 0.67752 -3.06158
H 2.13125 2.65802 -3.68015
H 5.47599 0.00340 -0.70089
H 3.18597 0.14408 1.15696
H -3.64619 2.16007 -0.04559
H -4.21139 1.41673 1.54440
H 0.39730 1.34984 1.97027
H -0.46694 2.51152 -1.65071
H -0.11725 1.05533 -2.56081
H -2.03708 0.98244 -1.18412
H -0.75843 -0.32613 -1.15729
```

---

2.
Below is the molecule C22H19N5O2 at a distorted geometry, with properties calculated with ωB97M-V with the def2-TZVPD basis set.

Structure (SMILES) = CC1(C)NC(=O)c2ccc(-n3c(=O)[nH]c4ncccc43)cc2N1c1ccccc1
Total charge = 0
ΔE to the lowest compared entry with this formula, charge and spin = 0.0 kcal/mol

```
48
C22H19N5O2 | the OMol25 dataset | ωB97M-V with the def2-TZVPD basis set
O 0.84867 0.03035 4.63478
O 4.08373 2.46038 -1.27570
N -1.58470 -3.75202 3.89106
C 0.56829 -1.03566 4.14060
C 2.96172 1.94365 -1.26150
C -1.79844 -4.52843 2.80427
C -0.68069 -2.78919 3.76602
C -1.09953 -4.31816 1.59247
C -3.80854 1.65642 -0.81050
C -2.90082 2.57722 -0.22785
C -3.36256 0.55870 -1.53568
C 3.16748 0.81059 0.98075
C -0.17105 -3.29077 1.47268
C 2.62859 -0.03627 1.95585
C -1.53285 2.36484 -0.44830
C -1.99358 0.38596 -1.75507
C 0.54471 -0.09965 0.77159
C 2.40879 1.15070 -0.15114
C 0.04370 -2.51184 2.58911
C 1.34756 -0.53449 1.85125
C -1.08699 1.28733 -1.20365
C 1.05712 0.74339 -0.25651
N -0.27036 -1.95234 4.72638
N 0.83472 -1.38549 2.83994
N 2.22119 2.18372 -2.36585
N 0.30671 1.12696 -1.36484
C 0.14541 2.34180 -3.55065
C 1.34261 0.15817 -3.40748
C 1.00351 1.44743 -2.64268
H -2.51728 -5.32812 2.84084
H -1.33106 -4.97334 0.74750
H -4.86844 1.74955 -0.68392
H -3.22493 3.46393 0.32869
H -4.04312 -0.15419 -1.97197
H 4.17947 1.20561 1.07847
H 0.31203 -3.02911 0.52933
H 3.24465 -0.26201 2.83210
H -0.81178 3.08266 -0.09325
H -1.64726 -0.46850 -2.33551
H -0.47472 -0.49503 0.78718
H -0.85007 -1.67093 5.48772
H 2.69993 2.71682 -3.07761
H -0.04065 3.30560 -3.11390
H 0.68670 2.57738 -4.46362
H -0.80135 1.85653 -3.84493
H 1.99233 0.33864 -4.30385
H 1.84729 -0.54812 -2.78684
H 0.42383 -0.36066 -3.71579
```

---

| no. | Kohn-Sham gap (eV) | E_tot (Ha) | E_HOMO (eV) |
| --- | --- | --- | --- |
| 1 | 8.27 | -1487.36259 | -7.622 |
| 2 | 8.52 | -1274.07823 | -8.285 |